# C48H61IN7O7

3 unconnected molecules or ions with the total composition C48H61IN7O7 (wB97M-V/def2-TZVPD, the OMol25 dataset).

Computed properties:
Charge ... +1
Kohn-Sham gap ... 7.672 eV
Total energy ... -3072.6659 hartree
HOMO level ... -11.025 eV
Lowest unoccupied orbital energy ... -3.35 eV

```
124
Properties=species:S:1:pos:R:3:mulliken_charge:R:1
C -1.79 1.15 6.71 -0.920
C -1.23 0.01 5.67 -0.198
C 0.38 0.13 5.36 -0.116
C 0.86 1.66 4.91 -0.112
N 1.94 1.49 3.89 0.143
C 1.72 2.17 2.57 -0.143
C 2.64 3.54 2.38 0.045
C 2.25 4.52 3.66 -0.360
N 0.86 5.08 3.41 -0.595
O 4.03 3.10 2.49 -0.409
C 4.42 2.16 1.43 0.419
C 5.60 1.22 2.03 -1.281
C 5.24 -0.31 2.42 0.455
C 5.01 -0.48 4.07 -0.088
C 5.09 -2.10 4.50 -0.830
N 3.74 -2.68 4.11 -0.129
C 3.87 -3.90 3.23 0.360
N 2.90 -4.89 3.40 -0.783
N 4.91 -4.12 2.15 -0.465
C 3.21 1.42 0.63 -1.181
I 2.89 2.65 -1.21 0.215
N 1.93 1.17 1.41 1.911
C 0.65 1.35 0.58 -0.691
O 1.93 -0.03 2.09 0.390
C 1.70 -1.18 1.24 -0.241
C 0.20 -1.89 1.44 0.073
N 0.23 -3.27 0.82 -0.258
C -0.73 -3.42 -0.34 -0.347
C -0.01 -3.53 -1.82 0.098
C 0.52 -2.11 -2.43 -0.656
O -1.09 -4.00 -2.75 -0.572
H -1.66 0.86 7.86 0.337
H -2.95 1.28 6.48 0.265
H -1.31 2.21 6.59 0.147
H -1.48 -1.04 6.17 0.368
H -1.79 0.14 4.64 0.020
H 0.93 -0.12 6.39 0.344
H 0.78 -0.70 4.60 -0.226
H -0.02 2.37 4.64 -0.467
H 1.36 2.12 5.89 0.378
H 2.83 1.75 4.37 0.573
H 0.60 2.56 2.57 -1.579
H 2.38 4.15 1.41 0.197
H 2.37 3.99 4.70 0.165
H 3.01 5.42 3.65 0.340
H 0.53 4.84 2.42 0.325
H 0.17 4.60 4.03 0.309
H 4.97 2.85 0.62 0.577
H 6.55 1.19 1.30 0.285
H 6.00 1.75 3.02 0.242
H 4.39 -0.83 1.81 -0.549
H 6.22 -0.96 2.21 0.590
H 3.96 -0.12 4.43 -0.354
H 5.92 0.08 4.56 0.430
H 5.24 -2.07 5.69 0.293
H 6.01 -2.65 4.05 0.351
H 3.32 -2.96 5.04 0.312
H 2.21 -4.61 4.15 0.226
H 4.97 -5.15 2.01 0.328
H 4.70 -3.60 1.27 0.239
H 3.69 0.43 0.18 0.447
H -0.21 0.87 1.26 -0.471
H 0.34 2.47 0.43 0.515
H 0.63 0.76 -0.42 0.329
H 2.46 -2.03 1.60 -0.347
H 1.97 -1.03 0.09 -0.014
H -0.68 -1.24 1.03 -0.076
H 0.04 -2.04 2.61 0.234
H -0.14 -3.92 1.57 0.319
H -1.58 -2.62 -0.40 0.108
H -1.29 -4.47 -0.18 0.240
H 0.80 -4.39 -1.82 0.272
H 1.66 -2.01 -2.18 0.205
H 0.41 -2.17 -3.59 0.305
H -0.14 -1.20 -2.07 0.054
H -1.77 -3.26 -2.89 0.345
C -0.58 1.96 -11.45 -0.475
C 0.24 2.62 -10.54 -0.456
C 0.73 1.94 -9.42 -0.554
C 0.38 0.60 -9.21 0.252
C -0.46 -0.05 -10.11 0.192
C -0.93 0.63 -11.24 -0.548
C -0.87 -1.45 -9.87 0.627
O -1.60 -2.02 -10.66 -0.669
C -0.39 -2.14 -8.66 0.220
C -0.81 -3.45 -8.39 -0.572
C -0.35 -4.11 -7.25 -0.642
C 0.54 -3.48 -6.38 -0.312
C 0.96 -2.18 -6.65 -0.783
C 0.49 -1.50 -7.78 0.294
C 0.92 -0.11 -8.03 0.584
O 1.70 0.45 -7.27 -0.717
H -0.95 2.49 -12.33 0.391
H 0.50 3.67 -10.69 0.396
H 1.37 2.47 -8.71 0.441
H -1.58 0.12 -11.95 0.460
H -1.51 -3.95 -9.06 0.464
H -0.69 -5.13 -7.04 0.410
H 0.91 -4.00 -5.50 0.462
H 1.66 -1.69 -5.97 0.539
C -2.41 2.18 2.73 0.895
C -3.20 2.61 3.79 -0.617
C -4.59 2.44 3.74 -1.103
C -5.18 1.86 2.61 0.343
C -4.39 1.46 1.54 -0.505
C -3.00 1.61 1.60 -0.396
C -5.01 0.89 0.32 0.472
O -4.31 0.53 -0.62 -0.721
C -6.48 0.77 0.26 0.200
C -7.08 0.28 -0.91 -0.499
C -8.47 0.15 -0.98 -0.510
C -9.26 0.49 0.12 -0.484
C -8.66 0.98 1.29 -0.521
C -7.27 1.13 1.35 0.153
C -6.64 1.68 2.57 0.646
O -7.34 1.98 3.54 -0.660
H -1.33 2.30 2.78 0.140
H -2.74 3.07 4.67 0.533
H -5.20 2.77 4.58 0.477
H -2.37 1.28 0.77 0.775
H -6.47 0.01 -1.77 0.450
H -8.94 -0.22 -1.89 0.400
H -10.34 0.38 0.07 0.401
H -9.28 1.25 2.14 0.466
```



# C48H63B2F4N6O6SSi3Y

A molecular structure, C48H63B2F4N6O6SSi3Y (wB97M-V/def2-TZVPD, the OMol25 dataset).

Computed properties:
Charge ... 0
Kohn-Sham gap ... 6.131 eV
Total energy ... -4401.5334 hartree
HOMO level ... -8.242 eV
Lowest unoccupied orbital energy ... -2.11 eV

```
134
Properties=species:S:1:pos:R:3:mulliken_charge:R:1
Y 0.15 0.00 -0.16 -0.510
C -3.28 0.44 3.02 -1.843
C -2.42 0.09 1.86 0.980
N -1.18 0.41 1.82 1.475
O -0.71 1.07 2.93 -0.727
B -0.45 2.51 2.59 0.560
F -1.65 3.08 2.11 -0.429
F -0.03 3.13 3.75 -0.294
O 0.62 2.63 1.55 -0.398
N 0.13 2.38 0.28 0.820
C -0.43 3.37 -0.31 0.118
C -0.41 4.78 0.17 -2.329
C -1.23 3.04 -1.51 0.668
N -1.69 1.85 -1.51 0.654
O -2.56 1.57 -2.48 -0.556
B -3.36 0.30 -2.33 0.834
F -4.53 0.62 -1.65 -0.343
F -3.61 -0.17 -3.59 -0.343
O -2.60 -0.78 -1.61 -1.010
N -2.16 -0.45 -0.37 1.020
C -2.97 -0.51 0.62 -0.206
C -4.36 -1.05 0.57 -2.492
C -1.60 4.09 -2.52 -2.072
H -3.38 1.52 3.04 0.382
H -2.77 0.16 3.95 0.266
H -4.27 -0.02 2.97 0.510
H 0.22 4.87 1.05 0.313
H -1.42 5.08 0.44 0.336
H -0.05 5.43 -0.62 0.592
H -4.51 -1.56 -0.38 0.271
H -5.08 -0.23 0.62 0.501
H -4.53 -1.74 1.40 0.505
H -0.72 4.68 -2.79 0.441
H -2.36 4.76 -2.11 0.379
H -2.01 3.60 -3.40 0.432
C -0.14 0.51 -3.91 0.217
Si 1.65 0.84 -3.53 0.360
C 2.09 2.65 -3.88 -1.241
C 2.71 -0.28 -4.64 -1.631
N 1.93 0.67 -1.77 0.531
C 3.09 0.91 -1.27 0.353
C 4.28 1.08 -2.09 -1.000
C 5.39 1.66 -1.61 -0.910
C 5.43 2.14 -0.25 -1.001
C 4.42 1.89 0.60 -1.383
C 3.27 1.09 0.20 1.458
N 2.49 0.50 1.03 1.159
Si 3.03 0.58 2.75 0.276
C 4.81 -0.11 2.73 -1.345
C 3.08 2.31 3.51 -1.443
C 2.11 -0.61 3.83 -0.899
H -0.22 -0.06 -4.83 0.587
H -0.72 1.42 -4.05 0.512
H -0.63 -0.08 -3.13 -0.958
H 1.45 3.05 -4.67 0.426
H 3.12 2.76 -4.21 0.362
H 1.96 3.27 -2.99 0.242
H 2.06 -0.73 -5.39 0.433
H 3.18 -1.10 -4.09 0.388
H 3.49 0.28 -5.16 0.614
H 4.23 0.76 -3.13 0.347
H 6.25 1.81 -2.25 0.463
H 6.29 2.71 0.09 0.473
H 4.46 2.25 1.61 0.489
H 5.57 0.67 2.74 0.371
H 4.99 -0.72 1.84 0.301
H 4.98 -0.74 3.60 0.479
H 2.80 3.09 2.79 0.306
H 4.06 2.54 3.93 0.596
H 2.35 2.37 4.32 0.452
H 2.08 -1.58 3.36 0.061
H 1.10 -0.25 4.02 0.231
H 2.61 -0.72 4.79 0.598
O 0.00 -2.12 1.39 0.074
S -0.63 -2.26 2.75 0.223
C 0.26 -3.57 3.64 0.957
C 0.01 -3.69 5.00 -0.808
C 0.68 -4.65 5.73 -0.774
C 1.61 -5.47 5.11 -0.588
C 1.86 -5.33 3.75 -0.802
C 1.18 -4.37 3.01 0.195
C -2.11 -3.28 2.55 0.531
C -2.22 -4.18 1.50 -1.205
C -3.35 -4.98 1.43 -0.725
C -4.35 -4.87 2.39 -0.757
C -4.24 -3.95 3.42 -0.848
C -3.11 -3.14 3.50 -0.488
H -0.71 -3.02 5.48 0.393
H 0.50 -4.75 6.79 0.448
H 2.15 -6.21 5.68 0.406
H 2.59 -5.97 3.26 0.486
H 1.38 -4.24 1.96 0.054
H -1.44 -4.24 0.76 0.840
H -3.45 -5.68 0.61 0.822
H -5.22 -5.52 2.32 0.423
H -5.02 -3.86 4.16 0.458
H -3.01 -2.41 4.29 0.395
C 1.31 -4.73 -0.59 -1.560
C 1.49 -4.29 -2.05 2.592
C 2.76 -3.45 -2.15 -1.812
C 1.59 -5.54 -2.92 -1.763
Si -0.01 -3.11 -2.44 -2.045
O 0.18 -1.83 -1.53 2.029
C -1.59 -4.17 -2.24 0.586
C -1.86 -5.18 -3.17 -0.060
C -3.07 -5.87 -3.16 -1.270
C -4.05 -5.53 -2.24 -0.971
C -3.81 -4.53 -1.31 -1.481
C -2.58 -3.87 -1.31 1.223
C -0.13 -2.83 -4.33 1.985
C -1.39 -2.42 -4.80 -0.460
C -1.64 -2.26 -6.15 -0.580
C -0.65 -2.54 -7.08 -0.882
C 0.60 -2.95 -6.64 -0.575
C 0.85 -3.09 -5.28 -0.807
H 2.22 -5.23 -0.23 0.788
H 0.48 -5.44 -0.50 0.342
H 1.11 -3.86 0.03 -0.599
H 3.64 -4.03 -1.85 0.523
H 2.69 -2.57 -1.50 0.032
H 2.93 -3.10 -3.18 0.205
H 2.48 -6.12 -2.64 0.483
H 1.68 -5.29 -3.98 0.238
H 0.72 -6.18 -2.80 0.411
H -1.13 -5.42 -3.93 0.547
H -3.25 -6.66 -3.88 0.418
H -5.01 -6.04 -2.25 0.399
H -4.58 -4.25 -0.60 0.714
H -2.40 -3.10 -0.58 0.099
H -2.18 -2.21 -4.09 0.181
H -2.62 -1.92 -6.47 0.486
H -0.84 -2.43 -8.14 0.369
H 1.39 -3.16 -7.36 0.436
H 1.84 -3.40 -4.97 0.290
```



# C48H64F2N9O9P2S

6 unconnected molecules or ions with the total composition C48H64F2N9O9P2S (wB97M-V/def2-TZVPD, the OMol25 dataset).

Computed properties:
Charge ... +1
Kohn-Sham gap ... 5.947 eV
Total energy ... -4317.6168 hartree
HOMO level ... -9.422 eV
Lowest unoccupied orbital energy ... -3.48 eV

```
135
Properties=species:S:1:pos:R:3:mulliken_charge:R:1
C 2.85 0.42 3.76 -0.206
C 2.50 1.54 2.77 -1.362
P 1.92 1.12 1.10 -0.231
C 2.61 2.07 -0.28 -0.665
C 1.87 3.37 -0.69 -1.134
C 0.65 -0.21 0.70 1.791
C -0.34 0.54 -0.19 -2.120
O -1.12 -0.32 -0.97 -0.109
C -2.28 0.36 -1.45 -1.243
C 1.34 -1.45 0.03 1.709
C 2.83 -1.67 0.40 -0.175
C 3.90 -1.08 -0.50 -0.557
O 4.75 -0.33 -0.04 -0.500
C 1.15 -1.69 -1.48 -2.661
C 1.40 -0.59 -2.49 0.676
C 0.55 -0.87 -3.73 -1.153
O 0.60 0.22 -4.64 -0.366
C -0.35 1.17 -4.39 0.847
C 0.19 2.53 -4.05 -0.875
O -1.53 0.95 -4.45 -0.572
N 0.63 -2.67 0.64 -0.233
C 0.79 -2.81 1.94 -0.926
N 1.31 -3.85 2.56 -0.154
P 1.95 -5.31 1.74 0.284
S 0.63 -6.70 1.76 -0.322
C 1.33 -3.86 4.03 -0.098
O 0.52 -4.54 4.62 -0.401
N 2.26 -3.04 4.70 0.254
C 3.60 -3.16 4.29 0.645
O 4.01 -3.32 3.17 -0.329
F 4.42 -3.08 5.33 -0.316
N 0.39 -1.72 2.75 1.412
O -0.61 -2.19 3.64 -0.420
C -0.19 -0.63 1.93 2.137
F -1.39 -1.12 1.50 -0.639
C -0.51 0.55 2.88 -1.111
C -1.99 0.71 3.20 -1.552
O -2.72 1.28 2.11 -0.327
C -2.92 2.63 2.23 1.009
C -4.34 3.07 2.03 -1.398
O -2.01 3.40 2.46 -0.546
H 2.15 0.36 4.58 -0.044
H 3.81 0.62 4.21 0.556
H 2.91 -0.56 3.30 -0.351
H 3.39 2.15 2.65 0.653
H 1.79 2.20 3.26 0.674
H 3.59 2.37 0.06 0.884
H 2.82 1.48 -1.16 0.282
H 2.46 4.23 -0.42 0.344
H 0.90 3.45 -0.21 0.287
H 1.73 3.40 -1.76 0.097
H -0.99 1.16 0.43 0.477
H 0.16 1.26 -0.84 0.307
H -2.00 1.28 -1.97 0.351
H -2.93 0.58 -0.62 0.425
H -2.77 -0.29 -2.15 0.366
H 3.09 -1.39 1.41 -0.784
H 2.99 -2.75 0.32 0.750
H 3.99 -1.37 -1.55 0.485
H 1.77 -2.55 -1.74 0.929
H 0.13 -2.04 -1.61 0.789
H 1.19 0.42 -2.18 -0.911
H 2.43 -0.60 -2.84 0.765
H -0.47 -1.05 -3.42 0.450
H 0.89 -1.77 -4.22 0.376
H -0.23 3.25 -4.75 0.572
H -0.10 2.81 -3.05 0.102
H 1.27 2.57 -4.15 0.141
H 0.75 -3.51 0.08 0.837
H 2.37 -4.94 0.45 0.117
H 3.10 -5.72 2.43 0.100
H 1.93 -2.08 4.76 0.143
H -0.25 -1.98 4.53 0.455
H -0.03 0.36 3.83 0.054
H -0.19 1.50 2.48 0.448
H -2.46 -0.20 3.53 0.391
H -2.02 1.41 4.03 0.585
H -4.69 3.59 2.91 0.380
H -4.97 2.22 1.81 0.315
H -4.35 3.73 1.17 0.367
N 3.48 3.73 -5.58 -0.533
C 4.67 3.15 -5.69 -0.235
C 5.05 2.37 -6.77 -0.387
C 4.14 2.16 -7.79 -0.214
C 2.89 2.75 -7.69 -0.391
C 2.61 3.53 -6.58 -0.218
H 5.36 3.34 -4.87 0.386
H 6.04 1.92 -6.80 0.378
H 4.39 1.55 -8.64 0.395
H 2.14 2.62 -8.47 0.372
H 1.65 4.01 -6.46 0.462
N 7.24 -8.71 3.03 -0.547
C 7.28 -8.03 4.17 -0.232
C 6.64 -6.81 4.36 -0.585
C 5.91 -6.28 3.31 0.107
C 5.86 -6.98 2.12 -0.423
C 6.54 -8.19 2.03 -0.319
H 7.86 -8.48 4.97 0.362
H 6.71 -6.30 5.31 0.369
H 5.40 -5.33 3.42 0.561
H 5.31 -6.61 1.26 0.371
H 6.53 -8.77 1.11 0.348
N -5.31 0.91 -2.42 -0.240
C -5.79 1.93 -1.71 0.131
C -6.83 2.74 -2.13 -0.736
C -7.41 2.47 -3.36 -0.300
C -6.93 1.42 -4.11 -0.645
C -5.88 0.67 -3.60 -0.194
H -5.30 2.10 -0.76 0.207
H -7.18 3.55 -1.51 0.377
H -8.23 3.08 -3.72 0.612
H -7.35 1.17 -5.08 0.415
H -5.47 -0.17 -4.16 0.372
N -0.62 -1.91 6.19 -0.208
C -1.68 -2.69 6.40 -0.246
C -2.06 -3.14 7.65 -0.926
C -1.31 -2.74 8.75 -0.142
C -0.21 -1.92 8.54 -0.934
C 0.09 -1.53 7.25 0.075
H -2.24 -2.98 5.52 0.520
H -2.93 -3.78 7.77 0.403
H -1.58 -3.07 9.74 0.404
H 0.40 -1.59 9.37 0.414
H 0.94 -0.89 7.05 0.370
N -8.65 5.58 -5.31 -0.512
C -7.51 5.14 -5.82 0.005
C -6.49 5.97 -6.26 -0.527
C -6.67 7.34 -6.18 -0.170
C -7.86 7.81 -5.65 -0.369
C -8.81 6.90 -5.24 -0.206
H -7.41 4.06 -5.88 0.354
H -5.57 5.55 -6.67 0.346
H -5.90 8.02 -6.51 0.372
H -8.05 8.88 -5.57 0.352
H -9.76 7.23 -4.82 0.372
```